(1)
Formula: C23H50Br3ClCsF3LiMgNO11PS
Source: OMol25
Level of theory: the ωB97M-V functional and the def2-TZVPD basis

Charge: +1
Gap between HOMO and LUMO (Eh): 0.0465
Molecular weight (g mol⁻¹): 1076.0
Energy (hartree): -11237.19042
Largest force on an atom (eV Å⁻¹): 5.4

Each line ends with the Löwdin charge.
CARTESIAN COORDINATES (ANGSTROEM)
O  3.7964  -3.1195  3.1952  0.04
H  0.6021  -3.9304  -0.1820  0.05
H  1.1013  -2.8843  -3.9259  0.09
C  1.5558  -0.0977  -6.3382  -0.11
H  -6.9546  4.1248  1.4037  0.01
C  -1.9883  -0.7946  -0.3853  -0.05
H  -0.0581  -0.4257  -5.0238  0.08
O  2.8026  -1.5615  -3.8797  -0.31
C  -6.1390  4.8529  1.3115  -0.09
H  -2.8173  -0.1342  -2.1921  0.14
H  3.4976  -2.9076  -1.8136  0.10
C  2.9564  -0.7949  -1.4341  -0.17
H  2.9755  -0.2768  2.9214  -0.25
H  7.4966  -3.3549  7.1391  0.06
H  5.4507  2.9534  -2.4557  0.04
Li  0.2118  2.5850  0.7599  0.73
H  2.4465  3.9652  -0.7343  0.08
O  6.5626  -2.3149  4.6642  -0.55
H  -4.7150  5.9090  2.5556  0.15
H  -2.0732  -3.5036  -1.7681  0.03
O  -5.1319  4.0147  3.3721  -0.09
C  3.9077  -2.0327  -1.3283  -0.17
H  3.5292  0.0853  -1.6569  0.06
C  1.4250  3.5700  -0.9373  -0.52
C  0.6569  -2.3775  -3.0830  -0.20
Mg  -7.7168  4.3716  3.5114  0.82
C  3.7420  -2.3207  2.2981  -0.64
H  2.5173  0.7750  -4.2318  0.08
C  -2.0488  0.1768  -1.4882  -0.37
H  6.4036  -4.9928  5.6111  0.06
H  5.1704  -1.6042  0.4101  0.12
H  4.8826  -4.7130  4.7187  0.04
H  5.1118  -3.2528  -0.1048  0.13
H  4.8479  -4.8614  6.4937  0.06
N  0.5637  -3.0767  -0.7377  0.13
H  0.9858  -0.0712  -7.2586  0.07
H  3.6456  -1.0878  -3.8465  0.05
H  -2.0830  -1.7935  -0.7825  0.05
H  0.2498  1.3046  -5.4514  0.11
H  5.9843  -3.1725  8.0805  0.05
H  -6.5267  5.7437  0.8187  0.08
H  1.4971  2.5221  -0.4565  0.01
O  -3.2092  3.9759  2.1782  0.19
H  -0.5784  1.4347  -2.3173  0.11
Br  -9.2534  7.6302  0.5692  0.55
C  -3.6014  2.2875  3.8590  -0.53
H  4.6216  -0.8544  3.5054  0.07
H  -2.4734  -5.1060  -1.1426  0.10
C  -10.8694  6.5965  0.3667  -1.64
C  -5.5392  5.2097  2.6636  -0.30
H  2.4592  -0.6247  -0.4892  0.07
C  5.4263  -4.5107  5.6389  -0.25
H  2.4594  0.4941  -6.4125  0.07
C  0.6699  -3.3615  -1.9663  -0.29
F  -4.6450  1.4661  3.9734  0.18
P  1.6312  -0.8581  -2.7836  0.84
H  -2.6563  -5.1765  -3.5769  0.13
H  4.8084  -1.7674  -1.8781  0.11
H  -3.6429  -3.7915  -1.0026  0.09
H  -2.8406  -0.6733  0.2840  0.09
O  -2.4798  1.4570  -0.9200  -0.06
Cs  2.1631  0.8482  4.2503  1.14
C  0.6831  0.3530  -5.1658  -0.26
O  -3.9524  -3.5753  -3.6102  0.07
C  -0.7244  0.3496  -2.2518  -0.21
C  -3.4788  -4.6530  -3.0443  -0.36
H  1.8267  -1.1353  -6.1892  0.06
H  -6.2969  5.7037  3.3047  0.01
F  -3.2118  2.6542  5.0891  0.18
H  4.3717  -0.3651  1.7769  0.08
O  3.5498  -2.7371  1.0365  -0.03
H  -2.8255  1.2438  -0.0372  0.06
F  -2.5982  1.6260  3.2687  0.16
C  4.4926  -2.3731  0.0522  -0.18
C  -3.9409  3.5270  3.0113  -0.37
H  -11.4758  7.1042  -0.3683  -0.03
C  6.5957  -2.7581  7.2790  -0.27
O  0.4696  -0.1742  -1.6450  -0.34
H  -1.0868  -0.7150  0.2055  0.08
Cl  0.8756  -2.6071  2.6202  -0.27
H  0.7988  4.1420  -0.1570  0.02
C  1.5131  0.6003  -3.8846  -0.23
H  5.4563  2.0268  -1.2531  0.03
H  -0.8811  0.0129  -3.2771  0.09
H  6.8684  -1.7324  7.5192  0.05
H  -4.2082  -5.4578  -2.8084  0.13
H  1.2165  1.5048  -3.3708  0.06
H  -5.3922  4.3936  0.6680  0.10
O  4.9097  2.2973  -1.9996  -0.06
Br  -10.5121  4.8321  -0.3155  0.56
C  -2.8775  -4.2228  -1.6427  0.00
S  5.6418  -2.7386  5.7558  0.78
H  -0.3798  -2.1816  -3.3593  0.09
Br  -11.8760  6.5356  2.0007  0.57
H  0.7558  -4.4080  -2.2664  0.11
C  3.9265  -0.8511  2.6456  -0.14
O  0.9926  3.6067  -2.1555  -0.21

(2)
Formula: C23H50F7N5O11S4
Source: OMol25
Level of theory: the ωB97M-V functional and the def2-TZVPD basis

Charge: 0
Gap between HOMO and LUMO (Eh): 0.1433
Molecular weight (g mol⁻¹): 833.9
Energy (hartree): -4299.25557
Largest force on an atom (eV Å⁻¹): 8.4

Each line ends with the Löwdin charge.
CARTESIAN COORDINATES (ANGSTROEM)
C  1.3258  -4.5902  -1.1225  0.06
O  -1.7638  -6.0029  -0.3186  0.10
H  1.2052  -3.9066  -1.9629  0.09
F  0.3559  3.0751  -1.8036  -0.21
H  1.0585  -0.7203  4.2774  0.13
N  -4.0938  2.9529  -1.3608  -0.23
S  0.6580  3.0083  -3.3481  0.54
C  -2.4367  4.4744  -0.2295  -0.12
H  -4.9358  4.5195  -2.6001  0.14
H  0.2921  2.9427  3.7337  0.14
C  4.7661  -2.5982  -1.8477  -0.23
H  -4.3105  0.2398  -0.8901  0.08
H  1.4381  -2.0889  1.2573  0.04
H  3.8150  -0.4680  2.2018  0.12
H  -3.4106  1.2376  -2.5266  0.08
O  0.7598  1.5753  -3.5174  -0.29
C  2.7697  -0.7571  2.3102  -0.20
H  2.4335  -0.0385  5.1805  0.14
F  -1.6817  -2.0209  2.1872  -0.19
F  7.2500  -4.1778  1.4512  0.15
S  -0.3652  -0.5286  -0.8745  0.46
F  3.8375  4.5086  -4.6292  -0.21
H  3.1463  -2.6525  1.4816  0.08
H  -2.5151  5.0350  -2.3563  0.11
H  0.3259  -4.9518  0.6298  0.17
H  -5.8365  1.7857  -2.0152  0.13
C  5.7781  -4.4072  -0.5054  -0.48
O  6.5726  -5.0919  -1.4682  -0.28
H  3.2048  -3.2104  -3.2914  0.08
N  1.5720  1.1738  3.6414  -0.22
H  2.7705  -1.4326  0.2838  0.08
C  -1.2507  -4.9319  -0.7655  -0.30
C  -2.0189  -4.0680  -1.7269  0.02
C  -3.1593  3.1197  -0.1500  -0.07
C  2.4912  -1.8078  1.2682  -0.09
H  -2.5210  2.2490  -0.2996  0.11
H  -6.0922  2.7717  -0.5470  0.13
H  5.0050  -1.7891  -1.1576  0.10
H  -3.8583  2.9648  0.6719  0.13
H  -5.1757  4.6950  -0.8464  0.13
F  0.6552  -1.2158  -1.9178  -0.17
N  -0.5133  -1.7316  0.0884  -0.30
H  -1.9500  -2.9947  -1.5498  0.05
C  1.4451  0.1710  4.7715  -0.10
F  6.8404  -2.3791  0.3157  0.13
H  0.6477  1.5115  6.4357  0.12
O  -1.4957  -0.0711  -1.6678  -0.27
O  4.6396  -3.8811  -1.1601  -0.14
O  3.1520  2.2945  -5.0637  -0.29
H  -0.0425  0.0061  6.3977  0.12
H  5.5777  -2.6711  -2.5716  0.12
S  -1.9683  -1.2189  0.8241  0.61
O  -2.0653  0.1861  1.2661  -0.31
C  -0.6783  1.2772  4.7351  -0.14
H  -2.6057  4.9038  0.7580  0.11
H  -0.3200  1.8193  2.7094  0.12
H  5.3192  -5.2481  0.0145  0.11
H  3.3152  -1.5395  -3.2127  0.09
H  -4.2763  2.4370  -3.4095  0.10
H  -7.2076  0.4632  -0.0420  0.07
C  -4.4798  4.3729  -1.6210  -0.10
C  0.3851  0.7388  5.7132  -0.15
C  6.3442  -3.5565  0.7113  -0.58
S  2.5590  3.5683  -4.7823  0.42
O  -0.4338  3.7697  -3.9393  -0.32
H  2.1586  -4.2649  -0.4990  0.08
H  1.9653  1.1594  1.4563  0.13
F  5.3557  -3.3627  1.6029  0.09
H  -1.7547  -4.3832  -2.7364  0.11
H  2.7711  -2.4270  -1.7236  0.01
H  -1.3543  4.3834  -0.3210  0.11
C  0.2183  1.8580  3.6565  -0.11
H  0.0192  -3.4989  0.1477  0.07
H  -1.3451  2.0184  5.1756  0.12
H  -6.2864  -1.0495  0.1122  0.08
H  3.7307  1.5637  3.8747  0.11
H  -3.2101  6.2132  -1.3522  0.12
H  2.6114  2.6281  4.7017  0.10
H  2.6412  -1.2273  3.2851  0.09
H  -2.5857  2.7671  -3.0806  0.09
C  -3.1077  5.1322  -1.4466  -0.11
H  1.5027  -5.6202  -1.4322  0.12
H  0.7687  0.0832  2.0709  0.09
H  -4.8868  0.7139  0.6318  0.10
C  -5.1460  0.7637  -0.4258  -0.23
C  3.4437  -2.4187  -2.5813  -0.08
O  1.7634  4.2450  -5.7883  -0.30
O  0.5576  0.4893  -0.4334  -0.27
C  -3.4876  2.3158  -2.6670  0.07
C  -5.3785  2.1611  -1.1001  -0.10
C  1.7742  0.4558  2.2666  -0.09
N  0.0770  -4.4431  -0.2065  0.10
H  -6.7673  -0.3632  -1.4658  0.08
C  2.7956  2.1117  3.7596  0.05
N  2.1607  3.8197  -3.3025  -0.28
O  -3.2033  -1.7931  0.3055  -0.27
H  -1.3164  0.4400  4.4519  0.11
C  -6.3993  -0.1325  -0.4661  -0.09
H  2.7383  2.9059  3.0153  0.11
H  -3.0732  -4.3435  -1.7038  0.10

Question: What is the energy in the first record?
Answer: -11237.19042 hartree

Question: Which of these has the lowest energy?
Answer: C23H50Br3ClCsF3LiMgNO11PS

Question: Look up the molecular weight of the first one.
Answer: 1076.0 g mol⁻¹